(1)
The following is a DFT calculation (ωB97M-V/def2-TZVPD) of a 6-piece molecular cluster, C42H78BF4INO11P2 overall at a distorted geometry.

Properties
Frontier orbital gap ... 7.2436 eV
E_LUMO ... 2.16 eV
Total charge ... -1

Positions of all 140 atoms, in Å:
C1 -0.5979 2.3069 -4.2785
C2 0.4992 1.2939 -4.7750
O1 -0.0392 -0.0189 -4.7123
C3 0.9796 -1.0126 -4.6176
C4 0.4043 -2.2476 -3.8225
O2 1.3900 -2.5719 -2.8600
C5 0.8215 -3.2810 -1.7329
P1 1.6082 -2.7482 -0.0576
C6 0.9858 -4.2682 0.9502
C7 -0.2626 -5.0061 0.3777
C8 -0.7819 -5.9874 1.5058
I1 -2.5040 -7.0730 0.7244
C9 -0.0340 -1.6976 0.1195
C10 -0.9050 -1.8851 1.2280
C11 -2.1116 -1.0734 1.3980
C12 -2.2385 -0.1224 0.3369
C13 -1.2915 -0.0695 -0.7095
N1 -0.1730 -0.7869 -0.8919
C14 3.3271 -3.6217 -0.4991
F1 4.0119 -3.0077 -1.5273
F2 4.1587 -3.7602 0.5982
F3 3.1966 -4.9307 -0.9704
O3 2.2373 -2.2984 1.5142
C15 2.7514 -0.9730 1.6694
C16 1.6716 -0.1866 2.4949
C17 1.0904 -0.9720 3.7268
C18 3.9382 -1.2481 2.6840
C19 4.6127 0.0158 3.3179
C20 4.2041 0.3036 4.8193
F4 4.4660 1.2202 2.5892
C21 3.1085 -0.5050 0.1945
P2 4.9515 -0.2180 -0.1953
O4 5.8736 -1.3795 0.0164
B1 2.5788 0.9766 -0.3204
C22 2.5795 2.3405 0.4880
O5 2.1327 1.0527 -1.6699
O6 2.3996 -1.3380 -0.7256
H1 -0.5826 2.4390 -3.1736
H2 -0.3759 3.2915 -4.7534
H3 -1.6020 1.9754 -4.6254
H4 0.7147 1.5464 -5.8476
H5 1.3844 1.4440 -4.1142
H6 1.3358 -1.3670 -5.6215
H7 1.8901 -0.6271 -4.0935
H8 0.1990 -3.1010 -4.5165
H9 -0.5522 -1.8976 -3.3701
H10 1.0096 -4.3656 -1.9770
H11 -0.2953 -3.2151 -1.7233
H12 1.7864 -5.0485 1.0479
H13 0.8696 -3.9230 2.0068
H14 0.0349 -5.6734 -0.4643
H15 -1.0917 -4.3568 0.0272
H16 0.0193 -6.7528 1.6274
H17 -0.9999 -5.4668 2.4587
H18 -0.7806 -2.6196 2.0443
H19 -2.8157 -1.1884 2.2371
H20 -3.0967 0.5741 0.3467
H21 -1.4890 0.6787 -1.5153
H22 0.7805 0.1272 1.8902
H23 2.0467 0.7733 2.9353
H24 0.7675 -2.0041 3.4882
H25 1.8422 -1.0604 4.5487
H26 0.2337 -0.4044 4.1587
H27 4.7648 -1.8312 2.2079
H28 3.6137 -1.8954 3.5332
H29 5.7133 -0.1846 3.3698
H30 5.1312 0.6735 5.3296
H31 3.9199 -0.6421 5.3314
H32 3.4458 1.1083 4.9090
H33 5.4007 0.9939 0.4123
H34 4.9422 0.0598 -1.6090
H35 3.5031 2.9511 0.3021
H36 1.7337 2.9720 0.0984
H37 2.4487 2.2867 1.5853
H38 2.9171 0.9270 -2.2316
C23 1.0451 4.6423 -9.0965
C24 1.3220 5.9714 -8.4172
C25 0.4173 5.8943 -7.1991
O7 0.3179 4.5104 -6.8454
C26 0.8618 3.7157 -7.9069
H39 1.8390 4.3182 -9.7695
H40 0.1154 4.7045 -9.6694
H41 2.3687 6.0170 -8.1035
H42 1.1170 6.8385 -9.0456
H43 -0.5907 6.2569 -7.4285
H44 0.8058 6.4612 -6.3508
H45 1.8211 3.3111 -7.5672
H46 0.1903 2.8829 -8.1216
C27 3.3845 4.4407 8.0724
C28 2.8270 5.0467 6.7964
C29 2.1495 3.8496 6.1528
O8 1.7076 3.0018 7.2207
C30 2.2990 3.4453 8.4459
H47 3.5804 5.1714 8.8577
H48 4.3178 3.9130 7.8560
H49 2.0833 5.8105 7.0421
H50 3.5838 5.5019 6.1576
H51 2.8527 3.2786 5.5380
H52 1.2971 4.1326 5.5333
H53 1.5148 3.9202 9.0465
H54 2.6867 2.5866 8.9971
C31 1.4524 5.5405 -2.0843
C32 -0.0278 5.8233 -2.2676
C33 -0.5648 5.6110 -0.8631
O9 0.4911 5.9653 0.0393
C34 1.7095 6.1112 -0.6998
H55 2.0846 5.9865 -2.8528
H56 1.6267 4.4603 -2.0827
H57 -0.1725 6.8654 -2.5698
H58 -0.5086 5.1839 -3.0082
H59 -0.8184 4.5599 -0.6890
H60 -1.4461 6.2205 -0.6531
H61 1.9476 7.1804 -0.7492
H62 2.5187 5.5985 -0.1768
C35 -6.2682 -8.9234 -2.4405
C36 -6.7648 -10.0067 -1.4999
C37 -5.9283 -9.7493 -0.2579
O10 -5.6582 -8.3438 -0.2262
C38 -6.0255 -7.7677 -1.4853
H63 -6.9701 -8.6766 -3.2373
H64 -5.3253 -9.2337 -2.8995
H65 -7.8241 -9.8483 -1.2772
H66 -6.6468 -11.0177 -1.8909
H67 -4.9690 -10.2758 -0.3083
H68 -6.4385 -10.0442 0.6610
H69 -6.9375 -7.1797 -1.3336
H70 -5.2338 -7.0989 -1.8264
C39 -6.6425 1.6351 3.9554
C40 -7.2020 0.6045 2.9913
C41 -5.9517 0.1536 2.2556
O11 -4.8626 0.2797 3.1779
C42 -5.2993 1.0257 4.3192
H71 -7.2768 1.8158 4.8237
H72 -6.4937 2.5866 3.4369
H73 -7.6299 -0.2329 3.5501
H74 -7.9703 0.9965 2.3245
H75 -5.7416 0.7986 1.3956
H76 -6.0182 -0.8784 1.9074
H77 -5.3938 0.3302 5.1604
H78 -4.5507 1.7781 4.5729

(2)
The following is a DFT calculation (ωB97M-V/def2-TZVPD) of one molecule with the formula C4H9NO2 at a distorted geometry.

Properties
Frontier orbital gap ... 9.9267 eV
E_LUMO ... 0.70 eV

Positions of all 16 atoms, in Å:
C1 1.0457 -0.2601 1.4422
C2 -0.2003 -0.6043 0.6820
N1 -1.3841 0.2965 0.6764
C3 -0.7652 -0.1202 -0.5495
O1 -1.3443 -0.8724 -1.5310
C4 0.1546 1.0962 -1.1645
O2 1.3931 0.6930 -1.6713
H1 1.8869 -0.8356 1.0563
H2 0.9143 -0.5181 2.4913
H3 1.2560 0.8049 1.3758
H4 -0.5285 -1.7475 0.8634
H5 -2.2535 -0.1882 0.8824
H6 -1.9368 -1.5373 -1.1585
H7 0.2292 1.9142 -0.4400
H8 -0.4319 1.4433 -2.0153
H9 1.9648 0.4357 -0.9397

(3)
The following is a DFT calculation (ωB97M-V/def2-TZVPD) of C25H45BiClP2 as an isolated structure at a distorted geometry.

Properties
Frontier orbital gap (spin up / spin down) ... 4.8642 / 4.4433 eV
E_LUMO (spin up / spin down) ... -3.80 / -3.91 eV
Total charge ... +1

Positions of all 74 atoms, in Å:
Bi1 -0.5004 0.6450 2.0608
C1 -0.6041 -2.4313 3.3832
C2 0.7499 -2.5581 2.9732
C3 0.6660 -1.0045 4.6796
C4 -0.6567 -1.4758 4.4516
C5 1.5321 -1.6777 3.7671
C6 -1.7868 -3.1238 2.8100
H1 -1.5539 -3.5621 1.8311
H2 -2.6381 -2.4335 2.7048
H3 -2.1230 -3.9489 3.4606
C7 -1.8740 -1.0668 5.1983
H4 -2.7764 -1.3573 4.6470
H5 -1.8811 0.0139 5.3908
H6 -1.9321 -1.5675 6.1762
C8 1.0674 0.0351 5.6616
H7 1.1407 -0.3784 6.6763
H8 0.3376 0.8553 5.6954
H9 2.0593 0.4252 5.4119
C9 2.9945 -1.4615 3.6646
H10 3.5293 -2.0199 4.4508
H11 3.2496 -0.4002 3.7994
H12 3.3828 -1.8127 2.7003
C10 1.2724 -3.4319 1.8988
H13 1.6912 -4.3518 2.3223
H14 2.0791 -2.9359 1.3521
H15 0.4826 -3.7270 1.2078
C11 -2.0406 0.8420 -4.6591
C12 -1.9255 -0.4927 -4.7390
C13 -1.0103 -1.2742 -5.6325
C14 0.3370 -0.5979 -6.0041
C15 1.1200 -0.0409 -4.8522
C16 1.0115 1.1803 -4.3227
C17 0.0903 2.2921 -4.7267
C18 -1.2327 1.8618 -5.4103
H16 -1.5080 -1.5226 -6.5842
H17 0.1496 0.1868 -6.7438
H18 -0.8123 -2.2416 -5.1476
H19 -1.0027 1.5048 -6.4190
H20 -2.8606 1.2764 -4.0769
H21 -2.6444 -1.1209 -4.2027
H22 -1.8434 2.7669 -5.5335
H23 -0.1390 2.8856 -3.8301
H24 1.7183 1.4662 -3.5311
H25 0.6098 2.9823 -5.4098
H26 0.9585 -1.3551 -6.5024
H27 1.9065 -0.7134 -4.4928
P1 -1.1843 0.2573 -0.4484
P2 1.6320 1.5925 0.6989
C19 -0.2077 1.4326 -1.5096
C20 0.7973 2.3575 -0.7691
H28 -0.9439 2.0250 -2.0791
H29 0.3123 0.8091 -2.2590
H30 1.5955 2.6763 -1.4643
H31 0.2572 3.2531 -0.4177
C21 2.5164 2.8098 1.7312
H32 3.1736 2.2754 2.4427
H33 1.8085 3.4372 2.2928
H34 3.1410 3.4323 1.0767
C22 3.0404 0.6169 0.0474
H35 3.6140 1.2233 -0.6662
H36 2.6927 -0.3042 -0.4366
H37 3.7006 0.3643 0.8870
C23 -2.9522 0.6298 -0.4403
H38 -3.4773 -0.1263 0.1692
H39 -3.3379 0.5823 -1.4659
H40 -3.1258 1.6274 -0.0174
C24 -1.1893 -1.4145 -1.1893
H41 -0.2099 -1.9036 -1.1039
H42 -1.5012 -1.3959 -2.2459
H43 -1.9285 -2.0081 -0.6312
Cl1 -1.5303 3.8061 2.0794
C25 -1.6363 2.3193 3.0368
H44 -1.1449 2.4712 4.0044
H45 -2.7020 2.0205 3.1224

(4)
The following is a DFT calculation (ωB97M-V/def2-TZVPD) of one molecule with the formula C25H26N2O5.

Properties
Frontier orbital gap ... 8.4606 eV
E_LUMO ... 0.56 eV

Positions of all 58 atoms, in Å:
C1 -6.5442 -2.1282 -0.3154
C2 -5.2578 -1.9818 0.4831
O1 -4.4123 -0.9751 -0.0794
C3 -4.6462 0.2809 0.2718
O2 -5.5055 0.6438 1.0324
C4 -3.7005 1.2489 -0.4468
C5 -4.3874 1.7125 -1.7319
O3 -2.4807 0.6518 -0.8199
C6 -1.6584 0.1609 0.1489
C7 -1.8983 0.2342 1.5071
C8 -0.9831 -0.2943 2.4173
C9 0.1750 -0.8891 1.9818
C10 0.4432 -0.9619 0.6119
C11 1.7058 -1.5473 0.1728
O4 2.5286 -2.0498 0.9213
N1 1.9623 -1.4694 -1.1857
C12 3.2797 -1.8709 -1.6247
C13 4.4569 -1.3104 -0.8083
O5 5.4623 -1.9829 -0.7150
N2 4.3648 -0.0809 -0.2346
C14 5.2484 0.2049 0.8862
C15 4.4161 0.1326 2.1618
C16 3.3491 1.2252 2.1365
C17 2.7896 1.4675 0.7613
C18 1.7469 2.3700 0.5974
C19 1.2566 2.6867 -0.6549
C20 1.8375 2.1243 -1.7789
C21 2.8658 1.2141 -1.6375
C22 3.3172 0.8435 -0.3730
C23 1.0351 -1.0320 -2.0853
C24 -0.1619 -0.5430 -1.7079
C25 -0.4690 -0.4460 -0.3191
H1 -7.1203 -1.2073 -0.2645
H2 -6.3187 -2.3490 -1.3559
H3 -7.1385 -2.9375 0.0984
H4 -5.4825 -1.7141 1.5205
H5 -4.6639 -2.8971 0.4529
H6 -3.5314 2.1117 0.2153
H7 -3.7529 2.4304 -2.2442
H8 -4.5495 0.8587 -2.3849
H9 -5.3404 2.1760 -1.4939
H10 -2.7973 0.6952 1.8872
H11 -1.1993 -0.2279 3.4729
H12 0.8943 -1.3058 2.6693
H13 3.3875 -2.9585 -1.5312
H14 3.4116 -1.6049 -2.6754
H15 5.6811 1.2011 0.7510
H16 6.0414 -0.5431 0.8830
H17 3.9435 -0.8500 2.1955
H18 5.0536 0.2431 3.0393
H19 3.7800 2.1700 2.4867
H20 2.5339 0.9721 2.8178
H21 1.3187 2.8316 1.4757
H22 0.4406 3.3857 -0.7565
H23 1.4930 2.3965 -2.7650
H24 3.3390 0.7897 -2.5103
H25 1.3212 -1.1008 -3.1244
H26 -0.8805 -0.2044 -2.4325

(5)
The following is a DFT calculation (ωB97M-V/def2-TZVPD) of C18H24N2Pd as an isolated structure at a distorted geometry.

Properties
Frontier orbital gap ... 8.1297 eV
E_LUMO ... 0.53 eV

Positions of all 45 atoms, in Å:
Pd1 0.0341 -0.0484 0.0201
C1 -1.3424 -0.6102 -2.4443
N1 -0.3057 -1.4409 -1.7998
C2 -0.7692 -2.8166 -1.6429
C3 0.9206 -1.4091 -2.6235
C4 1.6846 -0.1376 -2.4459
C5 2.4545 0.3723 -3.4866
C6 3.2182 1.5137 -3.2967
C7 3.2046 2.1342 -2.0554
C8 2.4144 1.6175 -1.0325
C9 1.6250 0.4728 -1.1957
H1 -1.6101 -1.0146 -3.4308
H2 -0.9646 0.4015 -2.5749
H3 -2.2342 -0.5765 -1.8228
H4 -1.0359 -3.2511 -2.6143
H5 -1.6367 -2.8571 -0.9958
H6 0.0172 -3.4142 -1.1857
H7 0.6656 -1.5546 -3.6818
H8 1.5418 -2.2528 -2.3153
H9 2.4678 -0.1324 -4.4481
H10 3.8146 1.9131 -4.1073
H11 3.7984 3.0253 -1.8860
H12 2.4322 2.1339 -0.0837
C10 0.0519 2.3160 1.6640
N2 0.6368 1.0020 1.9978
C11 2.0326 1.1445 2.4020
C12 -0.1469 0.3869 3.0889
C13 -1.4323 -0.1952 2.5986
C14 -2.5437 -0.2519 3.4342
C15 -3.7139 -0.8563 3.0009
C16 -3.7565 -1.4047 1.7266
C17 -2.6387 -1.3222 0.9007
C18 -1.4465 -0.7100 1.3052
H13 0.1100 2.9994 2.5231
H14 -0.9937 2.1873 1.3932
H15 0.5822 2.7590 0.8243
H16 2.1215 1.8154 3.2655
H17 2.6279 1.5444 1.5905
H18 2.4360 0.1678 2.6628
H19 -0.3410 1.1283 3.8755
H20 0.4673 -0.4035 3.5256
H21 -2.4910 0.1675 4.4345
H22 -4.5801 -0.8974 3.6490
H23 -4.6606 -1.8854 1.3710
H24 -2.7163 -1.7601 -0.0841

(6)
The following is a DFT calculation (ωB97M-V/def2-TZVPD) of C21H43BiN2P3S as an isolated structure at a distorted geometry.

Properties
Frontier orbital gap ... 4.5697 eV
E_LUMO ... -10.28 eV
Total charge ... +3

Positions of all 71 atoms, in Å:
Bi1 0.0377 -0.4854 0.1332
P1 -1.3542 1.3236 1.5279
P2 1.2710 -2.1258 1.7882
P3 -2.2557 -1.8911 0.1486
H1 1.0576 0.2787 -4.3126
C1 -0.0125 0.4587 -4.4560
C2 -0.6870 1.5391 -4.0647
H2 -0.1780 2.4404 -3.7149
C3 -0.4993 2.9365 1.6383
C4 -1.7604 0.9400 3.2734
C5 -2.9610 1.9087 0.8735
C6 2.1536 -3.4613 0.8864
C7 2.6397 -1.3823 2.7415
C8 0.3114 -3.0554 3.0474
C9 -3.3374 -1.1583 -1.1250
C10 -3.3589 -2.0266 1.5947
C11 -1.8521 -3.6324 -0.2120
H3 -0.6203 -0.3554 -4.8692
H4 -1.7834 1.5044 -4.0819
H5 0.0459 3.1102 0.6973
H6 0.2136 2.9525 2.4725
H7 -1.2321 3.7508 1.7621
H8 -0.8326 0.8345 3.8544
H9 -2.3261 -0.0010 3.3563
H10 -2.3582 1.7648 3.6985
H11 -2.8003 2.4033 -0.0958
H12 -3.3713 2.6488 1.5807
H13 -3.6921 1.1022 0.7358
H14 2.6073 -4.1073 1.6596
H15 2.9568 -3.0390 0.2605
H16 1.4837 -4.0590 0.2440
H17 3.2480 -2.1911 3.1829
H18 2.2417 -0.7490 3.5526
H19 3.2807 -0.7717 2.0805
H20 1.0568 -3.6242 3.6349
H21 -0.4216 -3.7495 2.5997
H22 -0.2200 -2.3605 3.7181
H23 -4.0863 -1.8971 -1.4367
H24 -2.7773 -0.8408 -2.0154
H25 -3.8633 -0.2771 -0.7269
H26 -4.1585 -2.7143 1.2834
H27 -3.8139 -1.0693 1.8751
H28 -2.8489 -2.4538 2.4688
H29 -2.7876 -4.1738 -0.4110
H30 -1.3520 -4.0847 0.6549
H31 -1.1752 -3.7694 -1.0641
C12 -2.0952 -3.3767 -5.2223
C13 -1.9051 -4.7683 -5.4403
C14 -2.1587 -5.3250 -6.7158
C15 -2.6359 -4.5028 -7.7613
C16 -2.9889 -3.1683 -7.4867
C17 -2.7354 -2.6310 -6.2210
S1 -1.6246 -2.6116 -3.7049
H32 -0.5053 -1.9347 -4.1845
H33 -1.5050 -5.3873 -4.6318
H34 -1.9439 -6.3946 -6.9092
H35 -2.7161 -4.9111 -8.7755
H36 -3.4126 -2.5468 -8.2765
H37 -2.9667 -1.5885 -6.0133
C18 2.6973 1.9987 2.2088
C19 2.7146 2.0206 0.7171
N1 1.9906 1.3406 -0.1795
C20 2.3878 1.7614 -1.4515
C21 3.3772 2.6867 -1.3142
N2 3.5716 2.8306 0.0571
H38 3.6100 1.5206 2.5805
H39 2.6675 3.0260 2.5936
H40 1.8413 1.4295 2.5858
H41 1.8893 1.3260 -2.3164
H42 3.9434 3.2365 -2.0350
H43 4.2326 3.4214 0.5543

(7)
The following is a DFT calculation (ωB97M-V/def2-TZVPD) of a 2-piece molecular cluster, C4H13N4S overall at a distorted geometry.

Properties
Frontier orbital gap ... 9.5485 eV
E_LUMO ... -3.12 eV
Total charge ... +1

Positions of all 22 atoms, in Å:
C1 1.6075 0.1224 -1.1728
C2 2.0415 0.4754 -2.5839
C3 -2.5542 1.0822 2.3862
C4 -1.6850 -0.8856 0.6779
N1 0.4193 0.4457 -0.7031
N2 2.5704 -0.6843 -0.5612
N3 -1.4941 -1.6928 -0.3267
N4 0.0591 0.3702 0.6274
S1 -2.9600 0.2628 0.7803
H1 2.8029 1.2706 -2.3664
H2 2.6239 -0.4542 -3.0845
H3 1.2630 0.7139 -3.3074
H4 -3.1084 1.9770 2.4123
H5 -1.5380 1.3905 2.4341
H6 -2.7993 0.4725 3.2322
H7 -1.3245 -1.4157 1.5804
H8 3.4167 -0.8691 -1.1284
H9 2.7533 -0.1537 0.3335
H10 -1.9908 -1.4127 -1.2187
H11 -0.6908 -2.2935 -0.1644
H12 -0.0953 1.3798 0.8567
H13 0.6829 -0.1015 1.2966

(8)
The following is a DFT calculation (ωB97M-V/def2-TZVPD) of C24H31N5O6PtSe2Te as an isolated structure.

Properties
Frontier orbital gap ... 4.5842 eV
E_LUMO ... 3.37 eV
Total charge ... -2

Positions of all 70 atoms, in Å:
Pt1 0.7812 -0.4819 -0.8926
O1 4.5500 -2.2438 -3.0364
C1 4.0355 -1.3293 -2.0364
C2 3.9606 0.0945 -2.5913
C3 5.2305 0.3776 -3.4161
O2 6.4505 -0.0221 -2.7942
C4 3.8743 1.1083 -1.4450
Se1 2.7425 0.6284 0.0887
C5 2.7899 0.2220 -3.5793
Se2 1.0312 0.7961 -2.9156
H1 3.8949 -2.9314 -3.1639
H2 4.6975 -1.3609 -1.1685
H3 3.0451 -1.6401 -1.7040
H4 5.3086 1.4552 -3.5790
H5 5.1410 -0.1094 -4.3930
H6 6.4096 -0.9835 -2.7306
H7 3.5270 2.0584 -1.8558
H8 4.8737 1.2534 -1.0274
H9 2.6730 -0.7238 -4.1125
H10 3.0335 0.9812 -4.3310
C6 -0.5622 2.6775 1.0606
N1 -1.6461 2.2081 0.1935
C7 -2.5761 3.2967 -0.0368
N2 -3.1593 3.8201 1.2144
C8 -2.0413 4.2503 2.0663
N3 -1.0878 3.1836 2.3450
C9 -1.8072 2.0801 2.9898
N4 -2.9155 1.5809 2.1660
C10 -2.3448 1.1233 0.8839
C11 -3.8185 2.6932 1.8897
H11 -0.0226 3.4800 0.5521
H12 0.1280 1.8572 1.2489
H13 -3.3867 2.9457 -0.6815
H14 -2.0546 4.1132 -0.5451
H15 -2.4493 4.6201 3.0135
H16 -1.5190 5.0704 1.5651
H17 -2.2129 2.4342 3.9443
H18 -1.1060 1.2654 3.1663
H19 -3.1488 0.7505 0.2435
H20 -1.6402 0.3132 1.0656
H21 -4.2386 3.0530 2.8351
H22 -4.6345 2.3373 1.2547
O3 0.3965 -0.3131 2.5677
C12 0.5292 -1.4223 2.0493
O4 0.6496 -1.7310 0.8294
C13 0.5487 -2.6375 2.9768
C14 0.5517 -3.9303 2.4632
C15 0.5643 -5.0241 3.3123
C16 0.5772 -4.7989 4.6802
C17 0.5737 -3.5217 5.2202
C18 0.5560 -2.4429 4.3538
N5 0.5940 -5.9505 5.5886
O5 0.5968 -7.0691 5.1048
O6 0.6094 -5.7393 6.7898
H23 0.5435 -4.0553 1.3893
H24 0.5633 -6.0353 2.9343
H25 0.5836 -3.3922 6.2918
H26 0.5462 -1.4247 4.7188
Te1 -1.2739 -1.8777 -1.7428
C19 -2.4561 -0.5464 -2.8844
C20 -3.3669 -1.0425 -3.8188
C21 -4.1830 -0.1915 -4.5525
C22 -4.1003 1.1837 -4.3732
C23 -3.1909 1.6877 -3.4513
C24 -2.3791 0.8374 -2.7130
H27 -3.4333 -2.1131 -3.9792
H28 -4.8829 -0.6057 -5.2710
H29 -4.7305 1.8528 -4.9480
H30 -3.1081 2.7597 -3.3041
H31 -1.6849 1.2411 -1.9832

Computed relative energy (zero: lowest compared OMol25 entry of this formula, charge and spin) (kcal per mole) in order:
47.13, 68.56, 0.00, 1.53, 0.00, 0.00, 26.05, 0.00